1.
Computed, not measured: a cluster of 2 separate species, C2H6NO2 in total, with wB97M-V/def2-TZVPD.

```
! RIJCOSX wB97M-V def2-TZVPD def2/J DEFGRID3
* xyz 1 1
C 2.584 -0.201 -0.112
C -2.172 -0.314 0.192
N 0.032 0.753 -0.289
O -0.291 1.866 -0.404
O -0.673 -0.232 -0.103
H 2.579 -0.366 0.922
H 3.122 0.630 -0.459
H 2.280 -0.997 -0.652
H -2.801 0.502 -0.200
H -2.403 -0.289 1.284
H -2.258 -1.351 -0.179
*
```

2.
Computed, not measured: a structure of composition C2H6NO2, with wB97M-V/def2-TZVPD.

```
! RIJCOSX wB97M-V def2-TZVPD def2/J DEFGRID3
* xyz 1 1
C 2.425 -3.330 0.108
N 2.801 -3.584 -1.150
H 1.907 -2.498 0.488
H 2.481 -3.997 0.921
H 3.798 -3.328 -1.599
H 1.992 -3.012 -2.096
O -1.989 2.876 0.512
C -2.996 3.604 0.838
O -3.595 4.313 -0.182
H -3.293 3.692 2.055
H -3.532 5.263 0.106
*
```

The winner here is 2, beating the second structure by 0.0669 hartree.

1.
Computed, not measured: a cluster of 2 separate species, C2H6NO2 in total, with wB97M-V/def2-TZVPD.

```
! RIJCOSX wB97M-V def2-TZVPD def2/J DEFGRID3
* xyz 1 1
C -1.638 -1.438 -1.807
N -1.485 -0.387 -1.087
H -1.201 -1.312 -2.916
H -2.176 -2.403 -1.555
H -0.958 0.014 -0.081
H -1.873 -0.613 -0.166
O 0.608 0.817 -0.189
C 1.469 0.771 0.763
O 1.061 0.350 2.082
H 2.524 0.982 0.759
H 1.740 0.702 2.689
*
```

2.
Computed, not measured: the ion C2H6NO2 with charge +1, with wB97M-V/def2-TZVPD.

```
! RIJCOSX wB97M-V def2-TZVPD def2/J DEFGRID3
* xyz 1 1
C -2.051 -0.033 0.063
C 0.325 -0.139 -0.408
N 1.471 0.835 0.071
O -0.861 0.436 0.051
O 0.705 -1.407 -0.106
H -2.893 0.710 0.061
H -2.069 -1.179 0.253
H 2.118 0.648 -0.733
H 1.972 0.475 0.894
H 1.326 1.747 0.242
H -0.043 -2.094 -0.389
*
```

3.
Computed, not measured: the ion C2H6NO2 with charge +1, with wB97M-V/def2-TZVPD.

```
! RIJCOSX wB97M-V def2-TZVPD def2/J DEFGRID3
* xyz 1 1
N -0.292 -1.493 -0.954
C 0.356 -0.146 -1.003
C 0.088 0.441 0.394
O -0.015 -0.251 1.359
O -0.033 1.738 0.324
H -0.301 -1.771 0.046
H 0.089 -2.257 -1.505
H -1.246 -1.311 -1.259
H 1.404 -0.200 -1.292
H -0.051 0.467 -1.809
H -0.130 2.198 1.177
*
```

The winner here is 3, beating the second structure by 0.1723 hartree.

1.
Computed, not measured: a structure of composition C6H12N2O2, with wB97M-V/def2-TZVPD.

```
! RIJCOSX wB97M-V def2-TZVPD def2/J DEFGRID3
* xyz 0 1
C -0.855 0.949 -1.921
N -0.392 -0.335 -1.425
C 0.841 -0.485 -0.685
C 1.640 0.696 -0.196
O 2.089 1.572 -0.904
N 0.279 1.203 1.343
C -0.874 0.386 1.000
C -0.490 -0.689 -0.020
C -0.989 -2.076 0.296
H -0.625 1.809 -1.274
H -0.396 1.136 -2.901
H -1.944 0.891 -2.050
H 1.467 -1.350 -0.931
H 0.074 2.152 1.630
H -1.306 -0.113 1.880
H -1.638 1.024 0.528
H -2.084 -2.067 0.399
H -0.714 -2.773 -0.505
H -0.564 -2.436 1.244
H 1.295 0.744 2.025
O 2.636 0.352 1.139
H 2.552 -0.590 1.328
*
```

2.
Computed, not measured: the molecule C6H12N2O2, with wB97M-V/def2-TZVPD.

```
! RIJCOSX wB97M-V def2-TZVPD def2/J DEFGRID3
* xyz 0 1
C -0.221 1.353 -1.907
N 0.276 0.761 -0.971
C 1.098 -0.468 -1.187
C 1.657 -0.807 0.177
C 0.564 -1.257 1.118
C -0.700 -0.486 0.903
C -0.999 0.798 1.630
O 0.278 1.524 1.748
N -1.418 -0.918 -0.018
O -2.668 -0.294 -0.261
H -0.005 1.292 -2.946
H -0.912 2.189 -1.746
H 1.973 -0.310 -1.931
H 0.450 -1.185 -1.562
H 2.198 0.063 0.541
H 2.304 -1.723 -0.022
H 0.935 -1.464 2.107
H 0.331 -2.403 0.758
H -1.316 0.766 2.784
H -1.667 1.502 1.064
H 0.647 1.537 0.865
H -2.806 -0.472 -1.145
*
```

3.
Computed, not measured: a cluster of 2 separate species, C6H12N2O2 in total, with wB97M-V/def2-TZVPD.

```
! RIJCOSX wB97M-V def2-TZVPD def2/J DEFGRID3
* xyz 0 1
C 2.525 -1.605 -0.023
C 1.943 -0.614 -0.400
C 1.265 0.589 -0.902
N 2.204 1.455 -1.600
C 0.490 1.336 0.209
O -0.429 2.072 -0.071
O 1.042 1.387 1.420
H 3.002 -2.499 0.338
H 0.491 0.277 -1.618
H 1.712 2.248 -2.001
H 2.912 1.818 -0.966
H 1.759 0.740 1.504
C -3.194 -0.863 -0.707
C -2.292 -1.705 0.181
N -1.514 -0.865 1.087
H -2.604 -0.183 -1.339
H -3.805 -1.503 -1.358
H -3.874 -0.248 -0.097
H -2.904 -2.452 0.718
H -1.583 -2.275 -0.440
H -0.942 -1.431 1.708
H -2.124 -0.299 1.671
*
```

4.
Computed, not measured: the molecule C6H12N2O2, with wB97M-V/def2-TZVPD.

```
! RIJCOSX wB97M-V def2-TZVPD def2/J DEFGRID3
* xyz 0 1
C -2.237 -0.400 0.634
N -1.692 0.050 -0.625
C -0.377 -0.432 -0.991
C 0.628 0.461 -0.267
C 0.114 1.887 -0.221
O -0.043 2.548 0.775
O -0.180 2.473 -1.464
C 2.093 0.196 -0.361
N 1.389 0.058 0.892
C 1.228 -1.255 1.483
H -1.646 0.018 1.463
H -3.269 -0.044 0.742
H -2.207 -1.499 0.756
H -2.305 0.300 -1.445
H -0.249 -0.330 -2.078
H -0.185 -1.490 -0.742
H 0.186 1.949 -2.187
H 2.796 1.028 -0.446
H 2.377 -0.721 -0.889
H 1.160 -2.072 0.744
H 2.097 -1.451 2.125
H 0.322 -1.272 2.103
*
```

The winner here is 4, beating the second structure by 0.0091 hartree.

1.
Computed, not measured: a cluster of 2 separate species, C6H12N2O2 in total, with wB97M-V/def2-TZVPD.

```
! RIJCOSX wB97M-V def2-TZVPD def2/J DEFGRID3
* xyz 0 1
C 0.074 -0.313 -2.043
C 0.785 0.110 -0.981
C 2.158 0.521 -0.968
C -1.463 -0.484 -2.059
C 1.217 0.367 2.165
C 0.141 0.760 1.249
N -1.012 0.010 1.376
N 0.049 2.042 0.918
O 2.563 1.664 -0.770
O 3.084 -0.540 -0.812
H 0.582 -0.336 -3.093
H -1.740 -0.867 -1.047
H -1.808 0.663 -2.107
H -1.786 -0.823 -3.040
H 2.147 0.717 1.883
H 1.216 -0.694 2.314
H 0.922 0.855 3.190
H -0.879 -0.932 1.734
H -1.817 0.078 0.769
H 2.646 -1.299 -1.004
H -0.806 2.325 0.361
H 0.901 2.518 0.643
*
```

2.
Computed, not measured: a cluster of 2 separate species, C6H12N2O2 in total, with wB97M-V/def2-TZVPD.

```
! RIJCOSX wB97M-V def2-TZVPD def2/J DEFGRID3
* xyz 0 1
N 0.897 0.010 1.300
C 0.455 1.004 0.903
C -0.099 2.307 0.452
C -1.523 2.127 -0.097
C -2.572 1.723 0.922
O -2.793 2.802 1.815
C 0.815 3.112 -0.515
C 0.565 4.307 0.420
N 0.072 3.377 1.454
H -1.492 1.379 -0.903
H -1.826 3.082 -0.556
H -2.248 0.824 1.472
H -3.502 1.468 0.389
H -3.453 2.553 2.468
H 1.855 2.771 -0.513
H 0.448 3.187 -1.543
H 1.443 4.897 0.715
H -0.206 4.992 0.036
H -0.798 3.635 1.915
O 1.339 -2.165 -0.997
H 1.468 -2.006 -0.050
H 1.314 -1.290 -1.396
*
```

3.
Computed, not measured: a cluster of 2 separate species, C6H12N2O2 in total, with wB97M-V/def2-TZVPD.

```
! RIJCOSX wB97M-V def2-TZVPD def2/J DEFGRID3
* xyz 0 1
H -2.625 1.583 -0.750
N -2.318 0.787 -0.195
C -2.916 0.605 0.894
C -2.513 -0.562 1.766
O -3.028 -0.734 2.839
O -1.584 -1.353 1.271
H -3.724 1.214 1.309
H -1.240 -1.064 0.384
C -0.085 -1.304 -1.249
C 1.053 -1.121 -0.570
N 1.610 0.068 -0.195
C 1.044 1.300 -0.684
C 3.007 0.113 0.153
H -0.641 -0.502 -1.698
H -0.437 -2.301 -1.438
H 1.591 -1.983 -0.196
H 1.485 2.133 -0.139
H -0.031 1.296 -0.507
H 1.226 1.446 -1.756
H 3.645 0.313 -0.718
H 3.308 -0.836 0.591
H 3.174 0.902 0.889
*
```

The winner here is 3, beating the second structure by 0.0051 hartree.

1.
Computed, not measured: a cluster of 2 separate species, C7H16N in total, with wB97M-V/def2-TZVPD.

```
! RIJCOSX wB97M-V def2-TZVPD def2/J DEFGRID3
* xyz 1 1
C 0.716 -2.454 -2.260
C 0.903 -0.975 -1.994
C 0.333 -0.007 -2.708
C 0.399 1.443 -2.339
H 0.442 -2.599 -3.303
H 1.637 -3.002 -2.069
H -0.074 -2.857 -1.628
H 1.617 -0.728 -1.210
H -0.182 -0.301 -3.618
H 1.148 1.622 -1.564
H 0.663 2.070 -3.191
H -0.565 1.804 -1.972
C -1.100 -0.445 1.102
C -0.105 -0.045 2.179
C -0.255 2.028 3.523
N -0.758 0.960 3.058
H -1.949 -0.941 1.580
H -1.452 0.406 0.524
H -0.631 -1.147 0.416
H 0.161 -0.850 2.867
H 0.794 0.418 1.777
H -0.850 2.678 4.152
H 0.766 2.280 3.262
H -1.659 0.642 3.416
*
```

2.
Computed, not measured: a cluster of 2 separate species, C7H16N in total, with wB97M-V/def2-TZVPD.

```
! RIJCOSX wB97M-V def2-TZVPD def2/J DEFGRID3
* xyz 1 1
C 1.983 0.792 0.317
C 1.320 0.410 -0.955
C 0.690 -1.034 -1.149
C -0.303 -1.425 -0.012
C -1.149 -0.254 0.405
C -2.484 -0.285 0.180
C -3.368 0.890 0.581
N 3.091 -0.003 0.764
H 2.261 1.884 0.124
H 1.181 0.720 1.066
H 0.465 1.036 -1.238
H 2.143 0.584 -1.672
H 1.364 -1.996 -1.174
H 0.305 -1.077 -2.147
H 0.315 -1.871 0.830
H -1.039 -2.227 -0.332
H -1.167 3.333 -0.666
H -2.941 -1.040 -0.429
H -4.070 1.216 -0.266
H -3.965 0.666 1.483
H -2.791 1.753 0.881
H 3.075 -1.000 0.675
H -0.650 3.118 -0.149
H 3.740 0.357 1.465
*
```

The winner here is 1, beating the second structure by 0.2039 hartree.

1.
Computed, not measured: a cluster of 2 separate species, C7H16N in total, with wB97M-V/def2-TZVPD.

```
! RIJCOSX wB97M-V def2-TZVPD def2/J DEFGRID3
* xyz 1 1
C -1.027 0.928 3.078
C -0.213 1.651 2.012
C -0.243 0.882 0.700
C -0.658 -1.411 -0.024
C 0.163 -0.446 0.577
C 1.451 -0.820 1.280
C -0.160 -2.690 -0.545
N 0.298 1.736 -5.619
H -1.709 1.559 3.653
H -0.425 0.411 3.822
H -0.704 2.595 1.745
H 0.817 1.892 2.307
H -0.936 1.298 -0.008
H 1.307 1.679 -5.582
H -1.679 -1.056 -0.153
H 1.719 -1.875 1.289
H 2.267 -0.284 0.793
H 1.389 -0.442 2.310
H -0.625 -3.553 -0.041
H 0.916 -2.723 -0.345
H -0.322 -2.801 -1.629
H 0.029 2.470 -6.257
H -0.017 0.838 -5.954
H -1.635 0.160 2.590
*
```

2.
Computed, not measured: a structure of composition C7H16N, with wB97M-V/def2-TZVPD.

```
! RIJCOSX wB97M-V def2-TZVPD def2/J DEFGRID3
* xyz 1 1
C -0.840 0.970 -1.417
C -1.505 1.084 -0.038
C -0.721 0.920 1.148
C 0.680 1.256 1.010
C 2.868 -1.406 -0.653
C 1.867 -0.857 0.275
C 1.654 0.494 0.385
N -2.832 -1.087 0.296
H -0.649 1.912 -1.930
H -0.132 0.150 -1.454
H -1.703 0.681 -2.035
H -2.095 1.999 -0.014
H -0.738 -0.369 1.204
H -1.218 1.295 2.038
H 0.935 2.313 0.995
H -0.650 -1.142 1.546
H 2.488 -2.011 -1.482
H 3.663 -1.993 -0.187
H 3.348 -0.551 -1.137
H 1.572 -1.544 1.064
H 2.464 1.072 -0.061
H -2.246 0.011 -0.019
H -2.465 -1.977 0.583
H -3.746 -1.220 -0.115
*
```

The winner here is 1, beating the second structure by 0.2283 hartree.